Entry 1:
Density functional theory data (ωB97M-V with the def2-TZVPD basis set) for C25H7F15GeN7OPdS5Sb as an isolated structure.

Geometry as ORCA input:
```
! wB97M-V def2-TZVPD RIJCOSX def2/J DEFGRID3
* xyz -1 6
Pd -0.36 0.63 -0.10
S 4.10 -0.72 -1.44
Sb 2.34 -1.37 0.02
S 1.89 0.78 0.95
S 0.62 -1.09 -1.65
N -1.05 4.39 4.67
C -1.11 3.28 4.35
N -1.19 1.99 4.06
C -1.25 1.69 2.81
N -1.37 1.38 1.70
C -4.51 -3.76 0.04
N -3.30 -3.03 0.32
C -2.17 -3.49 1.09
C -1.25 -2.27 1.02
O -0.11 -2.26 1.44
N -1.89 -1.27 0.36
C -3.07 -1.75 -0.04
N -3.99 -1.00 -0.65
H -4.34 -4.81 0.25
H -4.78 -3.68 -1.01
H -5.35 -3.42 0.66
H -1.67 -4.36 0.64
H -2.43 -3.72 2.13
H -3.64 -0.12 -1.04
H -4.72 -1.46 -1.16
S -2.09 0.98 -2.32
C -2.16 -0.60 -2.88
N -2.23 -1.69 -3.28
F 3.80 4.19 -1.78
C 3.03 5.06 -2.44
C 1.77 5.37 -1.97
C 1.03 6.24 -2.74
F -0.22 6.59 -2.39
C 1.52 6.82 -3.90
F 0.77 7.67 -4.61
C 2.80 6.50 -4.33
F 3.29 7.05 -5.44
C 3.56 5.61 -3.59
F 4.79 5.30 -4.00
Ge 1.08 4.39 -0.41
S 1.08 2.32 -1.15
C -0.60 5.20 0.17
C -1.85 4.60 0.20
F -2.03 3.38 -0.28
C -2.97 5.25 0.69
F -4.16 4.64 0.70
C -2.86 6.55 1.15
F -3.93 7.19 1.61
C -1.63 7.19 1.11
F -1.52 8.45 1.53
C -0.54 6.50 0.62
F 0.63 7.16 0.58
C 2.30 4.65 1.10
C 2.09 3.92 2.25
F 1.03 3.12 2.32
C 2.94 3.95 3.35
F 2.72 3.19 4.41
C 4.04 4.78 3.31
F 4.88 4.83 4.34
C 4.27 5.57 2.19
F 5.32 6.39 2.15
C 3.40 5.49 1.11
F 3.67 6.32 0.09
*
```

For the largest force on an atom, the calculation gives 1.53 eV Å⁻¹. For the molecular weight, the calculation gives 1167.47 g/mol. The value obtained for the relative energy (zero: lowest compared OMol25 entry of this formula, charge and spin) is 9.8 kcal/mol. The value obtained for the HOMO energy (alpha / beta) is -5.482 / -5.763 eV. The total energy comes out at -199988.189 eV.

Taken from the Mulliken analysis, the atomic charges in e are: 1.11 -0.32 0.51 -0.20 -0.24 -0.67 0.65 -0.85 0.59 -0.75 -1.14 0.13 -0.39 -0.09 -0.59 0.72 -0.04 -0.31 0.37 0.37 0.33 0.33 0.33 0.04 0.23 -0.40 0.33 -0.63 -0.36 0.43 -0.25 0.30 -0.28 -0.02 -0.30 0.64 -0.31 0.05 -0.30 0.76 -0.31 0.42 -0.75 -0.06 -0.05 -0.31 0.71 -0.32 0.17 -0.32 0.69 -0.40 -0.27 0.26 -0.02 -0.34 -0.30 0.85 -0.32 0.06 -0.31 0.46 -0.34

---

Entry 2:
Density functional theory data (ωB97M-V with the def2-TZVPD basis set) for a 15-piece molecular cluster, C25H80N6O15 overall.

Geometry as ORCA input:
```
! wB97M-V def2-TZVPD RIJCOSX def2/J DEFGRID3
* xyz 0 1
C -0.01 3.04 4.91
C 0.43 1.94 5.87
O 1.58 2.39 6.53
H -0.64 2.55 4.16
H 0.86 3.53 4.41
H -0.44 3.81 5.57
H 0.47 1.01 5.35
H -0.36 1.70 6.64
H 2.16 1.57 6.72
C -1.02 3.90 -3.28
C -1.53 2.80 -2.36
O -1.48 3.29 -1.07
H 0.03 4.11 -3.21
H -1.54 4.79 -3.27
H -1.17 3.45 -4.29
H -1.01 1.94 -2.55
H -2.55 2.61 -2.65
H -1.13 2.52 -0.53
C -3.26 0.37 3.62
C -2.22 -0.38 4.50
O -1.13 -0.91 3.71
H -2.85 1.12 3.00
H -4.09 0.66 4.20
H -3.61 -0.25 2.90
H -2.76 -1.13 5.09
H -1.80 0.35 5.14
H -0.96 -0.34 2.96
C -4.81 -3.17 2.22
C -3.27 -3.00 2.27
O -2.70 -4.12 1.77
H -5.24 -2.22 2.63
H -5.27 -3.82 2.86
H -5.19 -3.36 1.19
H -2.87 -2.92 3.21
H -2.85 -2.14 1.67
H -1.93 -4.33 2.32
C 2.07 3.65 -1.76
C 2.26 3.82 -0.29
O 2.50 2.62 0.37
H 1.84 4.67 -2.17
H 1.18 3.15 -1.84
H 2.84 3.06 -2.29
H 1.30 4.24 -0.03
H 3.09 4.51 -0.16
H 3.45 2.64 0.70
C 1.93 0.52 2.67
C 2.39 -0.63 3.61
O 3.76 -0.93 3.37
H 2.12 0.28 1.66
H 2.65 1.35 2.91
H 0.95 0.80 2.92
H 1.96 -1.63 3.46
H 2.15 -0.25 4.60
H 3.81 -1.71 2.73
C 4.14 -0.66 0.21
C 4.87 -0.19 -1.01
O 4.79 1.12 -1.30
H 4.44 -0.02 1.08
H 4.33 -1.74 0.38
H 3.13 -0.48 -0.02
H 4.71 -0.78 -1.99
H 5.92 -0.36 -0.92
H 4.86 1.34 -2.26
C 0.27 -3.73 2.52
C 0.17 -2.61 1.47
O 0.82 -3.02 0.33
H -0.19 -3.33 3.37
H 1.31 -3.94 2.77
H -0.19 -4.66 2.23
H 0.61 -1.67 1.84
H -0.84 -2.56 1.15
H 0.21 -2.83 -0.42
C -2.30 0.21 -4.07
C -2.38 -0.91 -5.07
O -3.00 -0.60 -6.25
H -1.73 0.03 -3.14
H -3.34 0.56 -3.71
H -1.93 1.04 -4.60
H -2.93 -1.68 -4.52
H -1.32 -1.13 -5.29
H -2.92 -1.39 -6.81
C 1.04 -0.55 -4.20
C 1.69 0.71 -3.62
O 2.20 0.45 -2.32
H 0.77 -0.33 -5.30
H 0.13 -0.99 -3.70
H 1.69 -1.36 -4.17
H 0.94 1.48 -3.62
H 2.52 1.04 -4.27
H 2.81 1.16 -2.07
C -0.49 -3.32 -2.95
O -0.74 -2.54 -1.84
N 0.66 -3.82 -3.27
N -1.47 -3.68 -3.69
H 1.45 -3.37 -2.72
H 0.78 -4.52 -3.89
H -2.30 -3.38 -3.39
H -1.31 -4.00 -4.65
C 3.44 -3.28 -2.42
O 3.90 -2.83 -3.67
N 2.58 -2.55 -1.75
N 3.67 -4.40 -1.85
H 2.47 -1.62 -2.15
H 2.26 -2.68 -0.76
H 4.30 -5.15 -2.26
H 3.28 -4.59 -0.90
C -0.59 0.47 0.16
O -1.54 -0.05 0.94
N -0.13 1.65 0.41
N 0.05 -0.16 -0.78
H -0.54 2.06 1.27
H 0.87 1.93 0.39
H -0.31 -1.09 -1.11
H 0.97 0.16 -1.20
C -4.00 1.19 -0.39
O -4.90 1.70 -1.36
H -3.16 0.80 -1.03
H -4.40 0.28 0.16
H -3.65 1.91 0.35
H -5.40 1.06 -1.83
C -1.23 4.23 1.91
O -2.22 3.27 1.86
H -0.42 3.82 1.39
H -0.81 4.61 2.83
H -1.69 5.11 1.43
H -2.87 3.63 1.31
*
```

For the largest force on an atom, the calculation gives 8.68 eV Å⁻¹. For the molecular weight, the calculation gives 704.94 g/mol. The value obtained for the HOMO energy is -9.018 eV. The total energy comes out at -66868.661 eV.

Atom charges from the Mulliken analysis, given in e for atoms 1 to 99: -0.58 0.07 -0.57 -0.13 0.29 0.45 -0.18 0.30 0.35 -1.52 1.20 -0.50 0.17 0.50 0.30 -1.04 0.65 -0.13 -0.98 -0.17 -0.29 0.02 0.64 0.14 0.50 -0.02 -0.26 -1.56 0.52 -0.68 0.33 0.48 0.28 0.30 -0.19 0.34 -0.07 -0.58 -0.78 0.54 -0.64 0.09 -0.12 0.73 0.34 2.21 -0.34 -0.66 -1.81 0.63 -0.49 0.03 0.18 0.35 0.37 -0.80 -0.62 0.50 0.26 -0.91 0.17 0.57 0.34 -2.76 2.76 -0.94 0.60 0.48 0.60 -1.28 0.48 0.04 -0.19 -0.20 -0.56 -0.19 0.26 0.29 0.09 0.17 0.38 -0.74 -0.39 0.59 0.47 -0.50 0.55 0.06 0.55 -0.93 0.11 -0.81 -0.19 -0.39 0.11 0.14 0.27 0.26 0.06

---

Entry 3:
Density functional theory data (ωB97M-V with the def2-TZVPD basis set) for C26H14Cl5NPdS as an isolated structure.

Geometry as ORCA input:
```
! wB97M-V def2-TZVPD RIJCOSX def2/J DEFGRID3
* xyz 0 1
Pd -1.07 -0.87 2.38
Cl 1.88 0.59 3.35
C 1.65 -1.08 3.71
C 0.48 -1.70 3.34
C 0.36 -3.07 3.61
Cl -1.09 -3.89 3.11
C 1.37 -3.79 4.24
Cl 1.18 -5.47 4.55
C 2.54 -3.13 4.62
Cl 3.80 -4.00 5.41
C 2.68 -1.77 4.35
Cl 4.14 -0.97 4.80
S -1.50 1.21 3.49
C -2.55 1.34 2.12
C -3.25 2.46 1.67
C -4.05 2.32 0.55
C -4.14 1.09 -0.11
C -3.40 0.03 0.38
N -2.64 0.16 1.47
H -3.16 3.40 2.20
H -4.61 3.17 0.18
H -4.75 0.97 -0.99
H -3.39 -0.94 -0.09
C -0.21 -1.29 0.75
C 0.17 -0.69 -0.27
C 0.53 -0.04 -1.40
C -0.53 0.31 -2.35
C -0.52 1.55 -3.01
C -1.56 1.90 -3.85
C -2.61 1.01 -4.06
C -2.63 -0.22 -3.42
C -1.60 -0.56 -2.56
C 1.92 0.35 -1.64
C 2.77 0.54 -0.54
C 4.09 0.88 -0.75
C 4.58 1.01 -2.04
C 3.75 0.80 -3.14
C 2.42 0.48 -2.94
H 0.29 2.24 -2.84
H -1.56 2.86 -4.34
H -3.42 1.28 -4.73
H -3.44 -0.91 -3.59
H -1.60 -1.52 -2.04
H 2.38 0.43 0.46
H 4.74 1.05 0.10
H 5.62 1.28 -2.20
H 4.14 0.89 -4.14
H 1.77 0.30 -3.79
*
```

For the largest force on an atom, the calculation gives 1.17 eV Å⁻¹. For the molecular weight, the calculation gives 656.16 g/mol. The value obtained for the relative energy (zero: lowest compared OMol25 entry of this formula, charge and spin) is 15.8 kcal/mol. The value obtained for the HOMO energy (alpha / beta) is -7.748 / -7.746 eV. The total energy comes out at -105604.043 eV.

Taken from the Mulliken analysis, the atomic charges in e are: -0.10 -0.17 1.20 -0.82 0.76 -0.21 -0.28 -0.19 0.60 -0.18 -0.33 -0.19 -0.44 0.59 -0.64 -0.13 -0.64 -0.23 -0.23 0.41 0.39 0.43 0.49 0.32 -0.70 -0.05 0.67 -0.27 -0.79 -0.40 -0.76 -0.43 0.31 -0.50 -0.65 -0.36 -0.77 -0.10 0.56 0.42 0.42 0.42 0.54 0.30 0.43 0.39 0.39 0.53